Density functional theory data (ωB97M-V/def2-TZVPD) for a 8-piece molecular cluster, C40H98Br4N6 overall in a non-equilibrium geometry.

```
! RIJCOSX wB97M-V def2-TZVPD def2/J DEFGRID3
* xyz 0 1
Br 4.36 3.38 -0.04
C 2.55 3.20 0.74
C 1.81 4.48 0.96
Br 2.41 5.35 2.59
H 2.74 2.67 1.68
H 2.03 2.53 0.06
H 0.74 4.18 1.16
H 1.76 5.23 0.19
Br -4.69 -1.10 3.30
C -3.53 -0.55 4.75
C -3.83 -1.39 5.98
Br -2.81 -0.66 7.48
H -3.83 0.49 4.90
H -2.51 -0.64 4.42
H -3.48 -2.42 5.93
H -4.87 -1.33 6.24
C -2.45 -7.35 0.26
C -1.77 -6.47 -0.75
N -0.66 -5.72 -0.15
C -0.37 -4.52 -0.88
C -1.52 -3.59 -0.77
C 0.47 -6.58 0.15
C 1.50 -5.89 1.09
H -2.94 -6.83 1.08
H -1.80 -8.09 0.74
H -3.22 -7.88 -0.31
H -1.51 -7.07 -1.62
H -2.54 -5.76 -1.07
H 0.55 -4.11 -0.48
H -0.20 -4.83 -1.92
H -1.35 -2.55 -1.14
H -2.44 -3.93 -1.23
H -1.69 -3.43 0.30
H 0.97 -6.84 -0.79
H 0.14 -7.53 0.58
H 1.89 -4.97 0.65
H 2.31 -6.59 1.37
H 1.07 -5.66 2.07
C 2.68 1.95 4.56
C 3.30 0.61 4.94
N 3.60 -0.25 3.72
C 4.69 0.27 2.89
C 5.95 0.67 3.64
C 2.43 -0.66 2.88
C 1.31 -1.36 3.68
H 1.65 1.83 4.17
H 3.30 2.42 3.81
H 2.65 2.63 5.44
H 4.20 0.86 5.47
H 2.75 0.00 5.65
H 5.05 -0.47 2.16
H 4.39 1.13 2.29
H 6.75 0.95 2.96
H 5.85 1.52 4.32
H 6.41 -0.16 4.21
H 2.77 -1.33 2.08
H 1.95 0.22 2.42
H 0.63 -1.70 2.91
H 0.89 -0.61 4.33
H 1.67 -2.27 4.17
C 4.43 -6.36 -1.18
C 4.96 -4.93 -1.32
N 4.43 -4.10 -2.43
C 3.01 -3.72 -2.24
C 2.64 -2.39 -2.90
C 4.77 -4.64 -3.74
C 6.23 -4.57 -4.03
H 4.67 -6.61 -0.15
H 5.00 -7.03 -1.85
H 3.34 -6.43 -1.24
H 4.67 -4.33 -0.46
H 6.03 -5.05 -1.34
H 2.33 -4.47 -2.65
H 2.83 -3.70 -1.12
H 3.19 -1.63 -2.41
H 2.95 -2.39 -3.96
H 1.59 -2.09 -2.91
H 4.20 -4.10 -4.52
H 4.44 -5.67 -3.91
H 6.60 -3.54 -3.95
H 6.39 -4.91 -5.04
H 6.88 -5.23 -3.43
C 0.86 -0.45 -0.16
C -0.40 0.33 -0.59
N -0.52 1.50 0.31
C -1.44 2.47 -0.28
C -0.85 3.21 -1.50
C -0.97 1.17 1.67
C -0.90 2.37 2.62
H 1.11 -1.19 -0.93
H 0.72 -1.05 0.75
H 1.71 0.20 -0.04
H -0.27 0.61 -1.63
H -1.33 -0.23 -0.54
H -2.42 2.05 -0.44
H -1.58 3.25 0.46
H -0.77 2.53 -2.35
H -1.51 4.06 -1.69
H 0.14 3.65 -1.32
H -0.38 0.38 2.16
H -2.03 0.83 1.74
H -1.57 3.19 2.37
H 0.13 2.67 2.93
H -1.30 1.99 3.56
C -0.19 7.03 -1.75
C -0.72 7.42 -0.34
N -1.99 6.74 0.02
C -2.33 7.00 1.42
C -1.44 6.14 2.32
C -3.08 7.07 -0.87
C -4.27 6.08 -0.83
H 0.86 7.27 -1.80
H -0.74 7.45 -2.59
H -0.34 5.96 -1.78
H 0.02 7.07 0.35
H -0.82 8.50 -0.27
H -2.24 8.03 1.74
H -3.36 6.72 1.59
H -0.44 6.53 2.49
H -1.97 6.04 3.30
H -1.36 5.15 1.89
H -2.78 7.12 -1.92
H -3.45 8.11 -0.69
H -4.00 5.03 -1.02
H -5.06 6.33 -1.57
H -4.75 6.04 0.17
C -2.32 0.18 -5.49
C -2.84 0.17 -4.03
N -4.27 0.41 -3.76
C -4.65 -0.09 -2.43
C -4.72 -1.60 -2.49
C -4.72 1.73 -4.22
C -4.20 2.93 -3.41
H -2.30 1.18 -5.89
H -3.09 -0.38 -6.05
H -1.28 -0.12 -5.57
H -2.64 -0.86 -3.66
H -2.31 0.91 -3.43
H -4.01 0.12 -1.56
H -5.63 0.39 -2.28
H -3.82 -2.20 -2.48
H -5.12 -1.90 -1.52
H -5.41 -2.03 -3.21
H -5.83 1.77 -4.17
H -4.49 1.82 -5.29
H -4.49 2.82 -2.36
H -4.47 3.91 -3.78
H -3.11 2.91 -3.35
*
```

Results
molecular weight: 982.88 g mol⁻¹
lowest unoccupied orbital energy: 0.5 eV
SMILES: CCN(CC)CC.CCN(CC)CC.CCN(CC)CC.CCN(CC)CC.CCN(CC)CC.CCN(CC)CC.BrCCBr.BrCCBr



Density functional theory data (ωB97M-V/def2-TZVPD) for C41H100F6O15Zn2 as an isolated structure in a non-equilibrium geometry.

```
! RIJCOSX wB97M-V def2-TZVPD def2/J DEFGRID3
* xyz 2 1
Zn -2.34 -0.48 3.32
Zn -0.83 -2.56 0.34
C 0.95 -3.96 2.44
O 1.88 -3.18 1.69
O -0.26 -3.65 1.90
C 1.37 -5.44 2.44
F 0.69 -6.13 3.37
F 1.20 -6.03 1.25
F 2.66 -5.58 2.77
C 3.08 -2.68 2.34
C 4.18 -2.56 1.33
H 5.06 -2.04 1.72
H 4.54 -3.56 1.07
H 4.01 -2.04 0.38
H 3.46 -3.32 3.14
H 2.88 -1.69 2.74
H 1.06 -3.62 3.48
C -0.59 0.13 0.58
O -0.69 -0.65 -0.61
O -1.18 -0.70 1.51
C 0.84 0.65 0.82
F 1.25 1.45 -0.17
F 1.00 1.37 1.93
F 1.65 -0.43 0.84
C -0.50 0.04 -1.88
C -1.06 -0.85 -2.94
H -0.60 -1.83 -3.09
H -2.14 -0.99 -2.86
H -0.89 -0.34 -3.89
H 0.56 0.17 -2.08
H -1.03 1.00 -1.92
H -1.19 1.05 0.48
C 4.66 -1.85 -2.51
C 3.45 -0.95 -2.24
C 3.75 0.52 -2.46
O 2.32 -1.37 -3.00
H 4.69 -2.65 -1.76
H 5.59 -1.28 -2.41
H 4.68 -2.24 -3.53
H 3.18 -1.07 -1.19
H 4.09 0.68 -3.49
H 4.59 0.83 -1.84
H 2.88 1.15 -2.28
H 2.42 -1.07 -3.91
C -3.26 -4.82 3.15
C -2.91 -3.67 4.10
C -2.00 -4.19 5.22
O -2.23 -2.56 3.50
H -2.39 -5.09 2.54
H -4.08 -4.61 2.47
H -3.41 -5.74 3.72
H -3.81 -3.26 4.58
H -1.60 -3.37 5.82
H -1.13 -4.73 4.83
H -2.49 -4.87 5.92
H -1.47 -2.96 3.01
C -6.16 0.60 2.41
C -5.21 -0.28 1.64
C -4.48 0.46 0.51
O -4.24 -0.78 2.61
H -5.67 1.55 2.66
H -6.56 0.15 3.32
H -7.02 0.92 1.82
H -5.82 -1.13 1.32
H -3.56 0.02 0.12
H -4.28 1.48 0.86
H -5.13 0.63 -0.34
H -4.75 -1.44 3.12
C -1.47 4.48 0.11
C -2.23 4.73 -1.19
C -3.47 3.86 -1.24
O -2.65 6.08 -1.24
H -0.76 5.32 0.16
H -0.95 3.53 0.11
H -2.14 4.69 0.95
H -1.51 4.60 -2.00
H -4.12 4.10 -2.08
H -4.04 3.93 -0.31
H -3.12 2.84 -1.46
H -3.30 6.26 -0.55
C -3.60 1.31 -4.26
C -4.17 1.90 -5.55
C -3.25 3.06 -5.97
O -4.10 0.88 -6.53
H -2.60 0.91 -4.41
H -4.27 0.53 -3.88
H -3.44 2.03 -3.45
H -5.18 2.30 -5.44
H -3.15 3.79 -5.17
H -3.71 3.58 -6.82
H -2.29 2.72 -6.35
H -4.92 0.38 -6.53
C 0.24 -4.51 -3.01
C 0.71 -4.41 -1.57
C 2.17 -4.82 -1.39
O 0.58 -3.04 -1.15
H 0.81 -3.82 -3.63
H -0.84 -4.33 -3.05
H 0.39 -5.50 -3.43
H 0.10 -5.02 -0.90
H 2.79 -4.33 -2.15
H 2.41 -5.86 -1.62
H 2.52 -4.68 -0.37
H 1.19 -2.53 -1.71
C -4.68 -4.97 -5.51
C -4.85 -3.44 -5.48
C -3.54 -2.73 -5.24
O -5.34 -3.07 -6.75
H -4.24 -5.31 -6.44
H -5.67 -5.41 -5.46
H -4.03 -5.24 -4.67
H -5.53 -3.21 -4.64
H -3.69 -1.66 -5.38
H -2.76 -3.10 -5.90
H -3.14 -2.86 -4.23
H -5.55 -2.14 -6.67
C 1.55 0.63 4.72
C 0.84 -0.65 4.38
C 1.31 -1.81 5.26
O -0.61 -0.49 4.55
H 2.61 0.56 4.47
H 1.54 0.91 5.78
H 1.16 1.56 4.30
H 1.04 -0.92 3.34
H 2.37 -2.00 5.09
H 0.71 -2.71 5.18
H 1.34 -1.45 6.29
H -0.71 -0.22 5.47
C 2.22 6.67 -1.03
C 3.13 5.67 -1.79
C 2.63 4.22 -1.69
O 3.06 6.07 -3.14
H 2.58 7.69 -1.18
H 2.45 6.60 0.04
H 1.16 6.69 -1.27
H 4.15 5.74 -1.43
H 3.19 3.47 -2.24
H 1.55 4.17 -1.88
H 2.57 3.96 -0.62
H 2.17 5.83 -3.43
C 4.76 0.76 2.60
C 5.72 1.05 1.47
C 5.27 2.30 0.68
O 7.00 1.39 2.01
H 5.04 -0.07 3.26
H 3.80 0.43 2.19
H 4.58 1.62 3.25
H 5.88 0.21 0.80
H 5.09 3.18 1.30
H 4.36 2.15 0.09
H 6.03 2.58 -0.04
H 6.89 1.50 2.96
C 1.72 4.49 4.82
C 2.53 4.36 3.54
C 1.66 4.80 2.37
O 3.67 5.21 3.62
H 0.78 3.92 4.82
H 1.48 5.52 5.08
H 2.22 4.09 5.71
H 2.82 3.32 3.36
H 2.02 4.55 1.37
H 1.30 5.83 2.32
H 0.77 4.16 2.44
H 3.34 6.11 3.56
*
```

Results
molecular weight: 1078.00 g mol⁻¹
lowest unoccupied orbital energy: -7.0 eV



Density functional theory data (ωB97M-V/def2-TZVPD) for a 13-piece molecular cluster, C41H103Cl6N11O11 overall in a non-equilibrium geometry.

```
! RIJCOSX wB97M-V def2-TZVPD def2/J DEFGRID3
* xyz 0 1
C 4.33 3.49 -7.83
Cl 3.30 2.33 -6.89
Cl 5.55 2.59 -8.71
Cl 5.11 4.59 -6.64
H 3.68 4.08 -8.47
C -2.92 -1.37 -7.37
Cl -3.03 0.40 -7.30
Cl -1.26 -1.97 -7.49
Cl -3.74 -1.95 -8.80
H -3.24 -1.77 -6.41
C 4.08 -0.78 8.66
C 4.85 -1.90 8.03
C 4.30 -2.31 6.64
O 2.93 -2.74 6.66
C 2.52 -3.15 5.42
N 6.30 -1.55 7.96
H 4.34 0.20 8.28
H 4.37 -0.67 9.70
H 3.02 -1.03 8.73
H 4.79 -2.73 8.73
H 4.85 -3.22 6.40
H 4.51 -1.54 5.90
H 2.93 -4.12 5.12
H 2.80 -2.48 4.61
H 1.45 -3.32 5.37
H 6.41 -1.02 7.10
H 6.57 -0.98 8.75
C 0.25 -0.49 -1.88
C -0.01 0.34 -0.60
C -0.16 1.80 -1.00
O 1.04 2.40 -1.34
C 0.87 3.65 -1.92
N -1.28 -0.24 -0.05
H -0.53 -0.40 -2.64
H 0.44 -1.56 -1.83
H 1.04 -0.01 -2.47
H 0.82 0.08 0.05
H -0.60 2.39 -0.19
H -0.90 1.95 -1.79
H 1.83 3.93 -2.35
H 0.43 4.37 -1.22
H 0.22 3.60 -2.79
H -2.00 -0.15 -0.75
H -1.24 -1.25 -0.02
C -3.50 6.64 2.58
C -2.23 7.41 2.01
C -2.57 8.23 0.79
O -3.00 7.37 -0.23
C -3.34 8.09 -1.44
N -1.50 8.05 3.06
H -2.97 6.08 3.35
H -3.97 6.03 1.81
H -4.23 7.35 2.96
H -1.54 6.57 1.89
H -1.64 8.67 0.44
H -3.37 8.94 0.99
H -3.87 7.38 -2.08
H -2.42 8.28 -1.99
H -3.95 8.99 -1.35
H -2.04 8.78 3.50
H -0.78 8.57 2.58
C -5.19 -7.69 3.13
C -3.79 -7.32 2.69
C -3.06 -8.44 1.89
O -2.91 -9.68 2.64
C -2.44 -9.65 4.01
N -3.86 -6.08 1.97
H -5.77 -8.09 2.30
H -5.68 -6.92 3.73
H -5.10 -8.52 3.83
H -3.23 -6.99 3.57
H -2.01 -8.16 1.76
H -3.57 -8.63 0.95
H -2.82 -8.80 4.57
H -1.35 -9.68 4.08
H -2.72 -10.60 4.46
H -4.33 -6.12 1.07
H -4.35 -5.39 2.52
C 2.76 3.62 4.25
C 3.64 4.86 4.40
C 4.02 5.53 2.98
O 4.74 6.73 3.19
C 4.92 7.38 1.98
N 3.10 5.78 5.41
H 1.73 3.94 4.08
H 2.76 3.04 5.17
H 3.18 2.97 3.48
H 4.60 4.52 4.80
H 3.10 5.68 2.42
H 4.61 4.80 2.43
H 4.03 7.47 1.36
H 5.65 6.83 1.40
H 5.31 8.36 2.23
H 3.60 6.65 5.40
H 2.21 6.13 5.09
C 5.50 -6.67 -2.29
C 4.10 -7.10 -2.48
C 3.40 -7.47 -1.18
O 4.18 -8.46 -0.55
C 3.47 -9.04 0.58
N 3.34 -6.16 -3.29
H 6.00 -6.47 -3.23
H 6.03 -7.41 -1.69
H 5.55 -5.74 -1.71
H 4.20 -8.07 -2.98
H 2.39 -7.78 -1.42
H 3.29 -6.61 -0.51
H 2.52 -9.49 0.31
H 3.13 -8.37 1.38
H 4.02 -9.84 1.07
H 3.42 -5.27 -2.81
H 3.84 -6.02 -4.16
C -5.13 -0.42 5.25
O -6.32 -0.84 5.19
N -4.39 -0.22 6.39
C -2.92 -0.19 6.36
C -5.04 -0.39 7.73
H -4.55 -0.22 4.34
H -2.72 -1.18 6.78
H -2.48 0.60 6.96
H -2.47 -0.05 5.38
H -4.37 -0.07 8.53
H -5.99 0.10 7.90
H -5.28 -1.44 7.93
C 6.15 -0.36 -0.66
O 5.95 -1.47 -0.16
N 7.39 0.05 -1.12
C 7.45 1.32 -1.81
C 8.67 -0.54 -0.81
H 5.39 0.39 -0.94
H 7.62 2.13 -1.10
H 6.62 1.62 -2.44
H 8.36 1.33 -2.42
H 9.04 -0.19 0.15
H 8.53 -1.62 -0.73
H 9.46 -0.28 -1.51
C -5.89 -6.26 -4.32
O -6.04 -5.84 -3.18
N -4.64 -6.38 -4.85
C -3.43 -6.02 -4.13
C -4.40 -6.92 -6.17
H -6.65 -6.69 -4.99
H -2.73 -6.84 -3.99
H -3.66 -5.44 -3.23
H -2.86 -5.25 -4.65
H -3.51 -6.49 -6.63
H -4.03 -7.95 -6.20
H -5.26 -6.70 -6.80
C -6.62 0.39 -2.11
O -5.38 0.19 -2.36
N -7.27 1.57 -2.15
C -8.62 1.69 -1.78
C -6.57 2.86 -2.29
H -7.30 -0.45 -1.89
H -8.99 2.30 -2.60
H -8.64 2.22 -0.83
H -9.11 0.71 -1.74
H -6.64 3.38 -1.34
H -5.50 2.76 -2.48
H -7.06 3.47 -3.04
C -1.11 9.18 -8.67
O -1.20 9.72 -7.58
N -0.11 8.34 -9.01
C -0.18 7.43 -10.18
C 1.01 7.96 -8.11
H -1.87 9.33 -9.45
H -0.96 6.68 -10.11
H 0.78 6.95 -10.37
H -0.56 8.05 -11.00
H 1.12 8.66 -7.28
H 0.67 7.08 -7.56
H 1.96 7.80 -8.61
*
```

Results
molecular weight: 1139.06 g mol⁻¹
lowest unoccupied orbital energy: 0.0 eV